Entry 1:
{
  "formula": "C2H9N4O",
  "method": "the ωB97M-V functional and the def2-TZVPD basis",
  "charge": 1,
  "total_energy_ha": -375.68064,
  "relative_energy_ev": 0.459,
  "e_homo_ha": -0.500,
  "orbital_gap_ev": 10.317,
  "elements": ["N", "C", "N", "N", "H", "H", "H", "H", "H", "H", "C", "N", "O", "H", "H", "H"],
  "coordinates": [[0.4116, -1.1632, 0.8204], [1.4578, -0.6170, 0.2263], [2.6583, -0.6947, 0.8090], [1.3258, -0.0242, -0.9627], [0.5225, -1.5372, 1.7423], [-0.5142, -1.1814, 0.4012], [3.4597, -0.3092, 0.3297], [2.8463, -1.4426, 1.4553], [2.1113, 0.4878, -1.3423], [0.4175, 0.3566, -1.1796], [-2.2832, 0.8495, -0.9996], [-2.5361, 1.1152, 0.3143], [-2.8213, -0.0094, -1.6349], [-1.4764, 1.4794, -1.4127], [-3.3486, 0.6903, 0.7399], [-2.2308, 2.0001, 0.6934]]
}

Entry 2:
{
  "formula": "C3HClFO2",
  "method": "the ωB97M-V functional and the def2-TZVPD basis",
  "charge": -1,
  "total_energy_ha": -825.44310,
  "relative_energy_ev": 1.897,
  "e_homo_ha": -0.120,
  "orbital_gap_ev": 6.803,
  "elements": ["C", "C", "C", "O", "O", "F", "Cl", "H"],
  "coordinates": [[1.4999, 0.5983, -0.0170], [0.5073, 0.6117, -0.8405], [-1.8124, -1.3772, 0.1261], [-0.8704, -2.0110, 0.0868], [-2.7991, -0.8038, 0.0432], [1.8045, 1.3183, 1.1854], [-0.6770, 1.8918, -0.3262], [2.3472, -0.2281, -0.2578]]
}

Entry 3:
{
  "formula": "C2H6N2S",
  "method": "the ωB97M-V functional and the def2-TZVPD basis",
  "total_energy_ha": -587.45162,
  "smiles": "CS/C=N\\N",
  "relative_energy_ev": 1.426,
  "e_homo_ha": -0.308,
  "orbital_gap_ev": 9.226,
  "elements": ["C", "S", "C", "N", "N", "H", "H", "H", "H", "H", "H"],
  "coordinates": [[-2.2299, 0.1596, 0.3467], [-0.6995, -0.5016, -0.2976], [0.3718, 0.8634, -0.1298], [1.6404, 0.7131, 0.0076], [2.0302, -0.5907, 0.1371], [-2.7779, 0.7300, -0.4206], [-2.8573, -0.6892, 0.6504], [-2.0868, 0.8007, 1.2023], [-0.0342, 1.8950, -0.2971], [2.9624, -0.6209, 0.5642], [1.4407, -1.0859, 0.7488]]
}